DFT (wB97M-V/def2-TZVPD) results for the molecule C4H8N2O.

Element x y z (Å)
1 N 1.81 0.06 -1.40
2 C 1.70 -0.63 -0.24
3 O 2.49 -1.47 0.15
4 C 0.49 -0.28 0.60
5 N -0.45 0.52 -0.12
6 C -1.72 0.75 0.63
7 C -1.67 -0.01 -0.63
8 H 2.62 -0.12 -1.97
9 H 1.16 0.79 -1.65
10 H 0.03 -1.19 1.00
11 H 0.84 0.31 1.46
12 H -1.90 0.16 1.54
13 H -1.44 1.79 0.63
14 H -1.75 -1.09 -0.54
15 H -2.07 0.40 -1.56

Calculated values
Total energy: -341.90797 Eh
SMILES: NC(=O)CN1CC1
Strongest force on any atom: 0.0532 Eh/bohr
Kohn-Sham gap: 0.3861 hartree
ΔE to the lowest compared entry with this formula, charge and spin: 60.0 kcal per mole
Multiplicity: 1

Calculated atomic charges, method natural (NBO), unit e: number 1, N, carries -0.83; number 2, C, carries 0.66; number 3, O, carries -0.62; number 4, C, carries -0.32; number 5, N, carries -0.42; number 6, C, carries -0.32; number 7, C, carries -0.24; number 8, H, carries 0.40; number 9, H, carries 0.42; number 10, H, carries 0.20; number 11, H, carries 0.22; number 12, H, carries 0.20; number 13, H, carries 0.26; number 14, H, carries 0.20; number 15, H, carries 0.21